Entry from OMol25: 5 unconnected molecules or ions with the total composition C32H31BF4N2O (ωB97M-V/def2-TZVPD).

Structure (XYZ):
```
71
Properties=species:S:1:pos:R:3
C -3.078 0.601 0.095
C -3.387 1.565 -0.758
C -2.537 1.944 -1.960
C -2.442 0.817 -2.891
N -2.364 -0.005 -3.688
C -1.083 2.394 -1.601
C -0.921 2.810 -0.217
N -0.759 3.082 0.888
B -0.546 3.622 -2.505
O -1.434 4.253 -3.365
C 0.937 4.122 -2.419
C 2.012 3.030 -2.245
H -3.572 0.571 1.055
H -2.293 -0.123 -0.094
H -4.311 2.114 -0.620
H -3.040 2.743 -2.504
H -0.399 1.562 -1.791
H -1.904 4.975 -2.933
H 1.021 4.878 -1.632
H 1.114 4.658 -3.356
H 2.476 2.795 -3.201
H 2.820 3.365 -1.594
H 1.628 2.112 -1.805
F 1.331 -0.295 -2.379
C 1.492 -1.558 -2.846
C 2.755 -1.981 -3.204
C 2.904 -3.278 -3.674
C 1.802 -4.116 -3.784
C 0.542 -3.659 -3.419
C 0.380 -2.367 -2.941
H 3.596 -1.306 -3.116
H 3.883 -3.634 -3.957
H 1.926 -5.124 -4.156
H -0.319 -4.307 -3.509
H -0.586 -1.980 -2.646
F -4.421 -0.372 2.748
C -5.462 -0.157 3.585
C -5.677 1.122 4.057
C -6.738 1.342 4.922
C -7.558 0.290 5.307
C -7.318 -0.987 4.819
C -6.264 -1.220 3.947
H -5.021 1.926 3.750
H -6.922 2.340 5.297
H -8.382 0.465 5.984
H -7.953 -1.810 5.118
H -6.062 -2.206 3.550
F 0.851 2.350 6.678
C -0.192 1.512 6.504
C -0.889 1.555 5.313
C -1.958 0.686 5.144
C -2.317 -0.195 6.154
C -1.599 -0.214 7.342
C -0.523 0.643 7.524
H -0.598 2.253 4.540
H -2.515 0.699 4.216
H -3.155 -0.865 6.015
H -1.877 -0.897 8.134
H 0.055 0.643 8.439
F 5.527 -2.971 -5.433
C 6.719 -2.892 -4.803
C 6.744 -2.789 -3.426
C 7.975 -2.711 -2.791
C 9.150 -2.731 -3.530
C 9.094 -2.831 -4.914
C 7.871 -2.917 -5.563
H 5.818 -2.771 -2.866
H 8.014 -2.635 -1.713
H 10.106 -2.667 -3.029
H 10.007 -2.843 -5.494
H 7.803 -3.001 -6.639
```

Calculated values
* HOMO-LUMO gap: 9.370 eV
* SMILES string: C=C[C@H](C#N)[C@H](C#N)B(O)CC.Fc1ccccc1.Fc1ccccc1.Fc1ccccc1.Fc1ccccc1
* total energy: -1847.024027 Eh
* HOMO energy: -9.11 eV

So, what does the Mulliken scheme give us? The charges, in e, come out as: number 1, C, carries -0.6317; number 2, C, carries -0.3628; number 3, C, carries 0.5953; number 4, C, carries 0.0436; number 5, N, carries -0.5510; number 6, C, carries 0.8029; number 7, C, carries -0.0515; number 8, N, carries -0.6030; number 9, B, carries 0.1976; number 10, O, carries -0.5583; number 11, C, carries -0.4627; number 12, C, carries -0.7997; number 13, H, carries 0.1637; number 14, H, carries 0.2403; number 15, H, carries 0.3631; number 16, H, carries 0.4489; number 17, H, carries -0.4523; number 18, H, carries 0.3386; number 19, H, carries 0.3513; number 20, H, carries 0.3058; number 21, H, carries 0.3296; number 22, H, carries 0.3153; number 23, H, carries 0.0762; number 24, F, carries -0.1362; number 25, C, carries 0.4476; number 26, C, carries -0.4017; number 27, C, carries 0.0416; number 28, C, carries -0.8946; number 29, C, carries -0.3425; number 30, C, carries -0.4769; number 31, H, carries 0.4309; number 32, H, carries 0.1646; number 33, H, carries 0.3865; number 34, H, carries 0.3771; number 35, H, carries 0.3228; number 36, F, carries -0.3126; number 37, C, carries 0.3589; number 38, C, carries -0.1635; number 39, C, carries -0.4711; number 40, C, carries -0.5496; number 41, C, carries -0.3517; number 42, C, carries -0.5166; number 43, H, carries 0.4579; number 44, H, carries 0.3583; number 45, H, carries 0.3800; number 46, H, carries 0.3697; number 47, H, carries 0.4126; number 48, F, carries -0.3192; number 49, C, carries 0.5276; number 50, C, carries -0.8054; number 51, C, carries 0.0177; number 52, C, carries -0.6394; number 53, C, carries -0.2470; number 54, C, carries -0.6155; number 55, H, carries 0.5162; number 56, H, carries 0.3770; number 57, H, carries 0.4065; number 58, H, carries 0.3665; number 59, H, carries 0.4143; number 60, F, carries -0.2822; number 61, C, carries 0.6440; number 62, C, carries -0.1776; number 63, C, carries -0.4650; number 64, C, carries -0.5496; number 65, C, carries -0.3346; number 66, C, carries -0.5632; number 67, H, carries 0.2350; number 68, H, carries 0.3575; number 69, H, carries 0.3727; number 70, H, carries 0.3565; number 71, H, carries 0.4167